[1]
The following is a quantum chemistry calculation of C3H4N2O2S in the gas phase, from OMol25.

Atoms and positions in Å:
C 0.28208 -0.46488 -1.10263
C 0.82711 1.03480 -1.29064
C 0.13220 0.85981 0.82780
H -1.73451 -0.67460 1.29152
H -0.30503 -1.41979 1.78444
H -0.51393 -1.04820 -1.51378
H 1.04865 -1.31212 -0.94064
N -1.00461 -1.37456 0.86873
N -0.30827 -0.28685 0.23893
O 1.12022 1.57171 -2.30182
O 0.90652 1.61179 -0.03437
S -0.45044 1.50288 2.17247

## Properties
Maximum force (eV Å⁻¹): 5.70
Total charge: 0
Frontier orbital gap (eV): 9.457
Highest occupied orbital energy (eV): -9.34



[2]
The following is a quantum chemistry calculation of C16H25NO2 in the gas phase, from OMol25.

Atoms and positions in Å:
C 3.45709 -2.40662 -4.01606
C 4.63632 -1.75222 -3.30388
C 4.89403 -2.32777 -1.90398
C 4.31662 -1.48913 -0.76203
C 2.79317 -1.39964 -0.76672
C 2.26733 -0.67642 0.46968
N 0.81534 -0.67623 0.47440
H 0.47319 -0.22803 -0.37226
C 0.25490 0.02081 1.61206
C -1.26292 0.10660 1.46689
O -1.78130 0.57015 2.67760
C -3.18763 0.48483 2.80873
C -3.93969 1.59692 2.12060
C -4.78820 2.41685 2.85277
C -5.49170 3.43792 2.24064
C -5.34330 3.65614 0.88208
C -4.49233 2.85169 0.14665
C -3.78994 1.81726 0.75071
C -2.87057 0.94938 -0.07213
H -2.82633 1.32433 -1.09829
O -1.53010 0.94411 0.37686
H -3.25573 -0.08509 -0.09229
H -4.37045 3.02452 -0.91291
H -5.88395 4.45512 0.39704
H -6.14899 4.06541 2.82385
H -4.89799 2.24874 3.91432
H -3.37398 0.52123 3.88520
H -3.53467 -0.49017 2.42424
H -1.67635 -0.90359 1.25142
H 0.48497 -0.53739 2.52307
H 0.63604 1.04870 1.72689
H 2.59529 -1.20200 1.37250
H 2.68647 0.34531 0.50928
H 2.36248 -2.40185 -0.79007
H 2.45560 -0.86353 -1.65514
H 4.63725 -1.93111 0.18492
H 4.73619 -0.48104 -0.81007
H 5.97180 -2.40364 -1.74244
H 4.48565 -3.33871 -1.84821
H 5.52650 -1.89528 -3.92068
H 4.46675 -0.67636 -3.22832
H 2.54045 -2.29804 -3.44360
H 3.30728 -1.95346 -4.99406
H 3.64545 -3.46869 -4.15927

## Properties
Maximum force (eV Å⁻¹): 0.71
Total charge: 0
Frontier orbital gap (eV): 9.797
Highest occupied orbital energy (eV): -8.81



[3]
The following is a quantum chemistry calculation of C12H11NO in the gas phase, from OMol25.

Atoms and positions in Å:
C -0.82345 1.36398 -0.26172
C -2.12652 1.44724 -0.53385
C -0.23719 0.11468 0.22668
C 0.96051 -0.45796 0.26666
C -3.01466 0.28694 -0.27717
C 0.52349 -2.11243 1.08691
C -1.29754 -0.84548 0.61521
C -4.28422 0.23241 -0.76002
C 1.22661 -3.22298 1.21162
C 2.89938 2.24095 -0.06156
C 2.61366 1.18230 -0.75562
C 2.35161 -0.21419 -0.12341
N -2.47725 -0.85934 0.17294
O -0.88525 -2.00898 1.18081
H -0.22088 2.27682 -0.44517
H -2.60914 2.21878 -1.15403
H -4.78210 -0.70589 -0.56364
H -4.72157 1.08439 -1.13910
H 0.63921 -4.09799 1.48863
H 2.33964 -3.24678 1.31182
H 2.75910 3.16930 -0.57233
H 2.92229 2.31871 1.00985
H 2.48657 1.14113 -1.81598
H 2.97635 -0.43799 0.79051
H 2.78137 -0.86762 -0.89805

## Properties
Maximum force (eV Å⁻¹): 4.76
Total charge: 0
Frontier orbital gap (eV): 7.704
Highest occupied orbital energy (eV): -7.87



[4]
The following is a quantum chemistry calculation of a molecular structure, C4H5FS3, from OMol25.

Atoms and positions in Å:
C 0.69141 0.35821 1.77388
C 0.49758 0.80622 0.25821
C -1.22755 -0.22105 -1.07569
C -0.06456 -0.86406 -1.71033
H 1.70657 0.31481 2.43908
H 0.36540 -0.74371 2.02079
H 1.42731 1.58431 -0.06093
H -1.68201 -1.03056 -0.43742
H -1.97562 -0.13890 -1.99732
F -0.15904 1.23637 2.49853
S -1.03482 1.26391 -0.24116
S 0.18565 -2.08073 -2.73496
S 1.26968 -0.48483 -0.73267

## Properties
Maximum force (eV Å⁻¹): 8.09
Total charge: 0
Frontier orbital gap (eV): 8.397
Highest occupied orbital energy (eV): -8.87



[5]
The following is a quantum chemistry calculation of 3 unconnected molecules or ions with the total composition C3H11O2S, from OMol25.

Atoms and positions in Å:
C -0.53425 -0.60504 1.54210
C -0.68426 0.46875 0.31250
C 0.66476 1.09884 -0.18642
S 0.96299 0.58803 -1.91381
H -0.17796 -0.14392 2.49459
H -1.40761 -1.24715 1.83642
H 0.24549 -1.29827 1.19789
H -1.45152 1.24734 0.60688
H -1.03451 -0.10729 -0.56714
H 0.55707 2.17814 0.07973
H 1.55674 0.71093 0.32926
H 0.20060 -4.34163 0.28477
H -0.35485 -4.09860 1.78380
O 0.12140 -4.81825 1.20236
H 0.57606 2.63572 -3.11040
H 0.57315 4.09466 -2.58412
O 0.18672 3.63776 -3.30841

## Properties
Maximum force (eV Å⁻¹): 3.74
Total charge: -1
Frontier orbital gap (eV): 6.174
Highest occupied orbital energy (eV): -2.91



[6]
The following is a quantum chemistry calculation of 2 unconnected molecules or ions with the total composition CH3N2O2, from OMol25.

Atoms and positions in Å:
C -1.06165 -0.66857 0.41034
N -0.37284 0.37998 0.27430
N 1.34071 0.60319 -0.89301
O 2.35612 1.01215 -0.28537
O -0.90998 -1.74016 -0.12437
H -1.96692 -0.46630 1.18682
H -0.68791 1.26151 0.67893
H 1.30248 -0.38179 -1.24765

## Properties
Maximum force (eV Å⁻¹): 3.98
Total charge: -1
Frontier orbital gap (spin up / spin down) (eV): 7.574 / 7.575
Highest occupied orbital energy (spin up / spin down) (eV): -2.95 / -2.95



[7]
The following is a quantum chemistry calculation of C2H3OP in the gas phase, from OMol25.

Atoms and positions in Å:
C 0.12383 -0.10251 -0.70972
C 0.57274 0.65500 0.27959
O -1.44249 -1.20344 1.07855
P -1.29379 -1.24405 -0.37284
H 0.54488 -0.05850 -1.70238
H 0.11377 0.59553 1.25519
H 1.38106 1.35796 0.17161

## Properties
Maximum force (eV Å⁻¹): 1.44
Total charge: 0
Frontier orbital gap (eV): 8.624
Highest occupied orbital energy (eV): -9.51



[8]
The following is a quantum chemistry calculation of 2 unconnected molecules or ions with the total composition C5H8O4, from OMol25.

Atoms and positions in Å:
C 0.16080 2.00909 -1.69282
C -1.31086 2.39136 -2.12966
O -1.97651 2.96753 -1.24829
O -1.63811 1.98709 -3.26606
H 0.90427 2.77463 -1.98684
H 0.57019 1.11304 -2.17955
H 0.22355 1.90579 -0.60978
C 0.12143 -1.37363 0.72175
C 0.90039 -0.61844 1.78539
C -0.31494 -2.81234 1.17302
O 0.61304 -3.42668 1.78397
O -1.48235 -3.21200 1.01230
H -0.78564 -0.80375 0.51320
H 0.69373 -1.53009 -0.21410
H 1.77086 -0.02070 1.50128
H 1.35016 -1.34937 2.45910
H 0.19999 -0.00153 2.37708

## Properties
Maximum force (eV Å⁻¹): 1.81
Total charge: -2
Frontier orbital gap (eV): 8.034
Highest occupied orbital energy (eV): -1.63



ΔE to the lowest compared entry with this formula, charge and spin
In order: 68.5, 23.7, 112.3, 53.3, 33.4, 77.7, 0.0, 7.3
Unit: kcal/mol